324
Properties=species:S:1:pos:R:3:forces:R:3:mulliken_charge:R:1 method="wB97M-V/def2-TZVPD" gap_ev=8.22 largest_force_ev_per_a=3.71 spin_multiplicity=1 homo_ev=-7.790 relative_energy_kj_mol=397.2
C -2.627793 0.380772 -0.923586 -0.7 0.6 0.7 0.130
O -3.146213 1.735442 -0.774596 1.0 -0.9 -0.3 0.499
C -4.387003 1.927532 -1.444836 0.6 0.5 -0.3 0.287
C -5.510233 2.218642 -0.464096 0.4 -0.9 0.0 -0.509
N -6.742173 2.638642 -1.104026 0.2 0.2 -0.4 -0.350
C -7.307193 1.688922 -2.084956 -0.3 0.8 0.6 0.439
C -8.728573 2.052112 -2.478396 -0.6 -1.0 -0.1 -0.447
O -9.605853 1.470492 -1.524196 -0.4 -0.2 0.6 -0.309
C -10.983543 1.543382 -1.861336 0.6 0.0 0.3 -0.487
H -1.640193 0.269422 -0.475986 -0.3 0.4 0.4 -0.587
H -2.507173 0.011412 -1.941976 -0.3 0.5 -0.5 -0.493
H -3.358753 -0.252908 -0.421336 0.2 -0.5 0.1 0.288
H -4.505313 1.081922 -2.122356 -0.6 0.0 0.0 -0.673
H -4.267453 2.831512 -2.042016 -0.1 0.1 -0.3 0.141
H -5.095513 2.968242 0.209854 -0.3 0.4 -0.1 -0.136
H -5.651913 1.341162 0.166834 -0.1 -0.5 0.2 0.475
H -7.407273 2.840652 -0.371266 -0.3 -0.1 -0.1 0.311
H -7.400283 0.680982 -1.680606 0.3 -0.4 0.0 0.167
H -6.688183 1.665162 -2.981816 0.1 0.0 0.1 -0.272
H -8.979053 1.508092 -3.389106 0.3 0.4 -0.7 -0.001
H -8.961283 3.113532 -2.564056 0.4 0.2 -0.2 0.414
H -11.329393 2.572352 -1.762786 -0.3 0.1 0.1 0.296
H -11.498853 0.858972 -1.187436 -0.1 0.3 0.2 0.258
H -11.227573 1.205092 -2.868366 0.4 -0.1 -0.4 0.025
C 8.164187 7.576602 -0.068026 -0.6 0.4 -0.3 -0.829
O 7.534647 6.428302 -0.609196 -0.3 0.8 0.2 -0.277
C 6.494277 6.754102 -1.562296 -0.3 -0.8 1.2 -1.104
C 5.359227 5.741112 -1.335116 1.5 -0.6 -0.2 0.358
N 6.023217 4.448042 -1.328576 -1.6 -0.7 1.4 -0.228
C 5.044037 3.339162 -1.134056 0.5 0.2 -0.4 -0.146
C 4.177417 3.320732 0.178684 2.2 0.6 -0.7 0.891
O 5.082507 3.556232 1.311064 -1.6 -1.2 -0.6 -0.457
C 4.521377 3.000142 2.497064 0.3 0.9 0.4 -0.285
H 7.452377 8.218862 0.450544 -0.4 0.1 0.0 0.330
H 8.580117 8.173822 -0.879466 0.4 0.2 0.0 0.313
H 8.907937 7.363182 0.699704 0.1 -0.6 -0.4 0.252
H 6.927167 6.632132 -2.555186 -0.2 0.2 -0.2 0.279
H 6.048497 7.738162 -1.417426 0.5 0.4 0.0 0.501
H 4.620147 5.784792 -2.135086 -0.4 0.4 -0.2 -0.311
H 4.852767 5.881882 -0.380246 0.1 0.2 0.1 0.560
H 6.509857 4.368682 -2.210046 -0.2 -0.4 0.1 0.516
H 5.599337 2.414642 -1.292196 0.1 -0.2 0.6 0.323
H 4.361567 3.312492 -1.983536 -0.7 0.1 -0.1 -0.280
H 3.636847 2.375982 0.236364 0.4 -0.4 0.2 -0.811
H 3.375007 4.053742 0.095344 0.1 0.6 0.3 0.146
H 3.643087 3.572072 2.796404 -0.4 -0.1 -0.1 0.091
H 5.219137 3.123342 3.325354 0.3 0.0 -0.2 0.398
H 4.265717 1.941152 2.461294 0.0 -0.2 -0.5 0.002
C -2.882843 -4.069308 -0.452086 0.5 0.0 0.8 -0.285
O -2.340543 -2.930238 0.231824 -1.3 0.3 0.6 0.404
C -2.894283 -2.729698 1.565944 0.3 -0.8 0.1 -0.601
C -2.253993 -3.651618 2.635304 1.3 0.9 -0.7 -0.874
N -0.811593 -3.466118 2.603424 1.0 0.2 -0.6 0.963
C -0.121653 -4.370438 3.488494 0.4 0.3 -0.2 -1.296
C 1.385817 -4.415968 3.188154 -0.9 0.3 0.4 0.132
O 1.615537 -4.812828 1.846204 -0.7 -0.2 0.3 -0.049
C 2.968037 -4.767598 1.456404 0.2 0.2 -0.1 0.172
H -2.490483 -4.156598 -1.465266 0.4 0.3 0.2 -0.166
H -3.966083 -4.036208 -0.568626 -0.1 0.1 0.4 0.216
H -2.554493 -4.912848 0.155144 -0.4 -0.6 -0.4 0.127
H -3.959633 -2.890938 1.730664 -0.5 -0.2 -1.1 0.535
H -2.771843 -1.664238 1.760664 0.5 -0.1 0.2 -0.075
H -2.434603 -4.720898 2.525244 -0.8 -0.1 -0.3 0.482
H -2.545893 -3.368318 3.646564 -0.5 0.1 0.0 0.052
H -0.397583 -3.713338 1.715964 -0.6 0.3 -0.8 -0.326
H -0.471333 -5.395008 3.361634 -0.4 -0.3 0.3 0.321
H -0.343303 -3.956118 4.472014 0.5 -0.7 0.5 0.372
H 1.789977 -5.135968 3.899734 0.5 0.0 0.0 0.574
H 1.754337 -3.409778 3.387804 0.5 0.1 -0.1 -0.417
H 3.074047 -5.078888 0.417194 -0.4 0.1 0.0 -0.350
H 3.600787 -5.441848 2.033554 0.0 0.0 0.4 0.438
H 3.332027 -3.745478 1.560724 0.3 0.1 0.1 -0.277
C -1.258543 0.304792 -5.454646 -0.8 -0.1 0.4 -0.771
O -2.274123 1.257282 -5.247376 -0.3 1.1 0.2 -0.097
C -1.862733 2.443012 -4.536586 -0.5 0.2 -1.2 -0.378
C -2.954073 3.538162 -4.730646 1.8 -0.7 2.2 -0.896
N -3.262193 3.853332 -6.077166 -0.5 0.2 0.4 -0.387
C -4.476493 4.659452 -5.987606 -1.1 -0.3 -2.1 -0.286
C -5.093623 4.782322 -7.379316 -0.8 0.4 -0.1 -0.962
O -5.422213 3.484172 -7.871426 0.4 -0.1 0.3 -0.116
C -6.144533 3.465072 -9.091726 1.0 0.1 0.2 -0.909
H -0.299533 0.767222 -5.688196 0.1 0.0 0.0 0.435
H -1.600263 -0.333648 -6.269336 0.2 0.0 -0.1 0.280
H -1.226603 -0.291818 -4.542976 0.6 -0.3 0.1 0.109
H -0.919763 2.766112 -4.977626 0.1 0.3 -0.3 0.542
H -1.616673 2.262862 -3.490116 -0.5 -0.2 0.3 0.221
H -2.596763 4.433662 -4.222206 0.4 0.2 0.1 0.539
H -3.837773 3.300742 -4.138356 -0.3 -0.6 0.0 -0.017
H -3.428483 2.946122 -6.488756 -0.5 0.1 -0.7 0.401
H -4.292223 5.648892 -5.569086 0.3 0.0 -0.1 0.404
H -5.320263 4.252112 -5.430636 0.3 -0.6 0.8 0.124
H -4.449413 5.408072 -7.996996 0.3 -0.5 -0.7 0.404
H -6.055763 5.294522 -7.373556 -0.1 0.5 0.5 0.492
H -5.513233 3.955932 -9.832416 -0.2 0.0 -0.4 0.357
H -7.117733 3.954432 -9.052776 -0.1 0.2 0.3 0.346
H -6.278373 2.419892 -9.370626 0.0 0.1 0.0 0.234
C 4.242367 3.674222 6.439564 -0.6 -0.3 0.3 -0.513
O 5.079137 2.672902 7.054444 -0.3 0.8 -0.8 -0.217
C 6.063127 3.208502 7.928164 -0.1 -0.1 0.6 -0.747
C 6.803567 2.071182 8.693394 0.0 -0.2 -2.4 -0.477
N 7.489267 1.137582 7.705714 0.4 1.9 1.3 -0.266
C 8.166567 -0.003338 8.326544 -0.8 -0.1 -1.6 -0.777
C 9.184347 0.366612 9.364084 0.1 1.2 0.6 -0.576
O 9.997497 1.477672 8.913924 0.4 -0.9 1.3 -0.320
C 10.846877 2.038052 9.958574 -0.8 0.6 -1.2 -0.762
H 3.780637 3.324212 5.516314 0.6 -0.5 -0.1 -0.268
H 4.669747 4.652872 6.221194 0.8 -0.2 0.1 0.409
H 3.361517 3.913622 7.035294 0.0 -0.2 0.7 0.426
H 5.585447 3.870112 8.650794 -0.3 -0.2 0.5 0.403
H 6.707477 3.918162 7.409234 0.6 -0.5 -0.4 0.429
H 6.070607 1.550012 9.309234 -0.2 -0.2 0.2 0.296
H 7.521627 2.558942 9.352624 0.2 -0.2 -0.1 0.231
H 6.890057 0.912172 6.924544 -0.1 -0.2 0.3 0.255
H 8.679887 -0.606798 7.577924 -0.1 0.3 -0.5 0.403
H 7.355757 -0.641858 8.677234 0.4 -0.5 1.0 0.384
H 9.809597 -0.483208 9.637894 0.1 -0.2 -0.1 0.461
H 8.616567 0.635862 10.254724 0.2 0.4 0.4 0.345
H 10.237667 2.623802 10.646954 -0.2 -0.1 0.2 0.298
H 11.472367 2.757402 9.429994 0.1 -0.1 0.0 0.267
H 11.504857 1.390442 10.538014 -0.2 -0.7 -0.3 0.306
C -10.671413 0.420372 -6.281246 0.6 -0.6 0.3 -0.764
O -9.265603 0.623642 -5.996506 -0.8 0.0 -0.5 -0.167
C -8.375993 0.646322 -7.130476 0.4 0.4 0.8 -0.975
C -6.916613 0.757422 -6.615136 -1.3 -0.4 -0.4 -0.178
N -6.470923 -0.391808 -5.840206 0.7 0.6 -1.3 -0.330
C -5.198133 -0.079518 -5.199386 -1.6 -0.5 2.5 -0.281
C -4.811723 -1.175678 -4.163796 0.4 0.2 -1.4 0.509
O -5.868973 -1.608278 -3.330106 -0.5 -0.5 0.2 -0.474
C -5.446933 -2.670808 -2.423116 -0.1 1.6 -0.3 -0.664
H -11.260273 0.547902 -5.372906 0.4 0.3 0.3 0.112
H -10.864033 -0.617698 -6.552176 0.2 -0.2 -0.4 0.333
H -11.135343 1.059302 -7.032666 0.5 0.3 -0.2 0.326
H -8.547763 1.555292 -7.706996 -0.2 0.2 -0.2 0.431
H -8.517963 -0.201648 -7.800486 -0.1 -0.3 0.2 0.451
H -6.855783 1.708462 -6.086046 0.0 0.2 0.5 0.115
H -6.283773 0.910172 -7.489366 0.2 -0.2 -0.1 0.233
H -7.196503 -0.701608 -5.209616 0.3 0.1 0.4 0.425
H -5.311203 0.786492 -4.547196 -0.3 0.8 0.1 -0.441
H -4.371663 0.257282 -5.825186 -0.1 -0.8 -0.5 0.350
H -4.018513 -0.688138 -3.597026 0.4 -0.4 0.3 -0.672
H -4.450333 -2.021308 -4.748946 0.4 -0.4 0.2 0.804
H -6.242463 -3.018508 -1.764066 -0.5 0.3 -0.5 0.429
H -4.756033 -2.152498 -1.758196 0.7 -0.6 0.1 0.063
H -5.055833 -3.535938 -2.958546 0.4 0.2 0.0 0.357
C -3.830363 -2.349848 6.345464 -1.0 0.3 -1.2 -0.548
O -4.316763 -3.673028 6.296484 0.7 0.6 0.8 -0.368
C -3.661373 -4.464908 7.265224 -1.8 -2.1 -0.8 -0.563
C -4.329963 -5.874388 7.057714 -0.1 1.5 0.7 -0.439
N -5.796753 -5.920068 7.432644 2.6 -0.7 -0.2 -0.459
C -6.497963 -7.040358 6.789344 -0.3 0.3 1.1 -0.733
C -5.999713 -8.469998 7.151604 -1.1 -0.2 -0.2 -0.619
O -4.955713 -8.899208 6.329404 1.5 -1.1 -0.7 -0.267
C -4.315123 -10.184848 6.615244 0.3 1.6 1.0 -0.829
H -2.751193 -2.271418 6.213814 0.2 -0.1 0.3 0.035
H -4.182023 -1.794158 7.214744 0.2 -0.1 0.3 0.555
H -4.304813 -1.906318 5.470094 0.2 0.4 0.0 0.083
H -3.827683 -4.134188 8.290444 0.1 0.4 0.1 0.381
H -2.603593 -4.536798 7.012204 0.2 0.0 0.3 0.272
H -3.733813 -6.555828 7.664634 -0.4 -0.4 -0.1 0.326
H -4.166333 -6.069698 5.997914 -0.1 -0.4 -0.1 0.314
H -6.241043 -5.037808 7.222134 0.1 0.0 -0.3 0.266
H -6.641863 -6.905198 5.717374 0.5 -0.3 -0.4 0.330
H -7.490463 -6.882218 7.211294 -0.4 -0.8 0.0 0.465
H -6.808053 -9.179068 6.972974 -0.7 0.1 0.0 0.438
H -5.783473 -8.607318 8.211084 0.4 0.5 0.3 0.386
H -4.829773 -11.133918 6.465234 -0.7 0.4 -0.7 0.306
H -4.032473 -10.226398 7.667144 -0.1 0.2 0.4 0.338
H -3.354063 -10.154748 6.101874 -0.3 -0.1 -0.4 0.270
C 4.258107 -1.910348 3.855744 -0.1 -0.7 0.1 -0.637
O 5.128357 -2.427608 2.867324 -0.6 -0.9 -0.3 -0.411
C 5.882077 -1.425608 2.239624 0.2 1.2 0.3 0.071
C 6.407217 -1.733008 0.831294 1.1 -1.4 3.3 -1.174
N 5.349527 -2.031718 -0.002936 -1.9 0.7 -1.6 0.627
C 5.782407 -2.316388 -1.328826 -1.4 -0.4 -1.2 -1.276
C 4.610687 -3.049038 -2.035096 1.2 0.6 0.2 0.466
O 4.563407 -4.373618 -1.510886 -0.5 -0.3 -1.2 -0.510
C 3.718957 -5.147378 -2.354996 -0.7 -0.6 -0.1 -0.741
H 4.709537 -1.222798 4.570994 0.4 0.3 -0.2 0.422
H 3.930727 -2.761548 4.452724 -0.2 -0.1 -0.1 0.326
H 3.392597 -1.431818 3.397484 -0.1 0.2 0.0 0.157
H 6.633587 -1.215778 3.000744 0.7 0.6 -0.5 0.588
H 5.236117 -0.558808 2.100004 0.0 0.4 0.2 -0.302
H 7.000617 -2.644518 0.902854 0.9 -0.2 0.2 0.453
H 7.079607 -0.937708 0.509584 -0.4 0.2 -0.2 0.444
H 4.763967 -2.793148 0.309234 0.3 -0.1 0.5 -0.400
H 6.655267 -2.965638 -1.397316 0.3 -0.4 0.2 0.434
H 6.071867 -1.397078 -1.837916 -0.3 0.2 -0.2 0.408
H 4.757597 -3.013638 -3.114566 0.2 -0.4 -0.2 0.558
H 3.653197 -2.556098 -1.866826 -0.1 0.2 0.3 -0.448
H 2.701907 -4.763338 -2.433846 -0.2 0.6 0.3 -0.032
H 3.568317 -6.175248 -2.025016 0.5 0.1 0.6 0.401
H 4.032417 -5.246238 -3.394266 0.7 0.3 -0.1 0.538
C 0.687167 3.994972 -1.538826 -0.5 -0.2 -0.2 0.802
O 1.654517 4.778202 -2.219646 0.0 -0.5 -0.3 -0.304
C 1.256507 4.996962 -3.574106 -0.2 -0.6 -0.3 0.009
C 2.313437 5.724812 -4.324826 1.0 0.9 0.6 -0.992
N 3.545477 4.964042 -4.551026 0.9 0.3 -0.7 -0.037
C 4.633757 5.831082 -5.120836 0.4 -1.0 0.2 -0.628
C 6.008697 5.084132 -5.312186 -1.1 -0.8 0.8 -0.824
O 6.346307 4.334602 -4.134436 -0.9 -0.3 -1.0 -0.103
C 7.052217 3.110372 -4.393476 0.2 1.1 1.2 -0.900
H 0.523947 3.042712 -2.043476 -0.1 -0.1 -0.3 -0.255
H -0.260473 4.530882 -1.485306 -0.2 0.1 -0.1 0.312
H 0.931407 3.710732 -0.515266 0.7 0.5 0.0 -0.543
H 0.324417 5.561422 -3.600556 -0.1 0.2 0.1 0.527
H 1.079927 4.101452 -4.169906 -0.2 -0.8 0.6 -0.227
H 2.502387 6.569942 -3.662876 0.4 0.7 -0.2 0.387
H 1.939807 6.104252 -5.275886 -0.1 -0.1 0.0 0.514
H 3.897247 4.656052 -3.655756 0.0 -0.3 0.2 -0.432
H 4.762867 6.717382 -4.499636 0.1 0.3 0.0 0.346
H 4.353527 6.130972 -6.130606 -0.2 0.2 0.0 0.522
H 6.867167 5.712392 -5.549686 -0.3 0.5 -0.1 0.311
H 5.875287 4.378332 -6.132036 0.0 -0.1 -0.2 0.486
H 7.092807 2.646772 -3.407816 0.4 -0.2 -0.1 0.200
H 8.039717 3.445492 -4.710726 0.3 -0.7 -0.3 0.366
H 6.585337 2.373232 -5.046726 -0.2 0.4 -0.4 0.350
C 0.838307 -1.297948 -0.869516 -0.7 0.2 0.1 -0.161
C 0.935657 -1.170448 0.663684 2.2 0.7 0.0 2.309
C 2.147477 -0.248458 1.086294 -0.2 -0.5 -1.0 0.396
O -0.232343 -0.672948 1.267634 -0.2 0.0 -0.5 1.156
H 0.087387 -2.039868 -1.141136 -0.3 0.0 0.2 0.072
H 1.736897 -1.636558 -1.385256 0.4 0.1 0.5 -0.404
H 0.538787 -0.351288 -1.319216 0.0 0.1 0.0 -0.249
H 1.269227 -2.162008 0.969714 -0.7 -0.3 0.7 -0.948
H 2.117137 0.207112 2.076064 -0.5 -0.2 0.1 0.040
H 2.269767 0.559202 0.364614 -0.1 0.2 -0.1 -1.067
H 3.060907 -0.840448 1.028854 0.2 0.0 -0.1 -0.206
H -0.597263 -1.340568 1.853044 0.0 -0.5 0.2 -0.867
C -5.206903 0.553652 3.970314 2.2 0.6 -0.4 -1.738
C -3.680813 0.952422 3.975424 -1.1 1.8 -0.2 2.122
C -3.395023 2.081122 2.935404 -0.5 -1.4 -0.5 -0.538
O -3.394973 1.503972 5.253024 0.6 -0.7 0.8 -0.709
H -5.493433 -0.100798 4.793534 0.2 -0.2 -0.3 0.424
H -5.317443 0.123842 2.974754 -1.0 0.0 0.1 0.302
H -5.689453 1.516682 4.137114 -0.5 -0.2 -0.5 0.422
H -3.017463 0.111592 3.772694 0.0 -0.1 0.3 -0.586
H -4.089113 2.916492 3.027494 0.0 0.1 0.3 0.501
H -3.561633 1.657622 1.944954 0.0 0.1 -0.3 -0.197
H -2.372783 2.458552 2.909294 0.0 -0.1 0.5 -0.228
H -3.599683 2.441882 5.255634 0.0 0.1 -0.1 0.388
C 0.323887 -3.914388 -3.725236 0.0 0.2 1.8 -0.439
C -1.042253 -3.607128 -4.283956 0.7 -0.5 -2.5 2.099
C -0.973443 -3.630788 -5.806286 0.5 0.9 -0.9 -1.904
O -2.000683 -4.569038 -3.984786 -0.9 -0.6 1.4 -0.620
H 0.787777 -4.876918 -3.940766 -0.3 -0.1 -0.6 0.411
H 0.133427 -3.942088 -2.652366 0.4 0.0 0.4 -0.127
H 1.050097 -3.118778 -3.891746 -0.1 0.0 -0.2 -0.367
H -1.359323 -2.638058 -3.898646 -0.2 0.0 0.0 -0.554
H -0.666073 -4.585008 -6.234176 0.3 -0.5 0.6 0.490
H -0.193203 -2.951938 -6.150476 -0.2 0.4 -0.3 0.358
H -1.911663 -3.463638 -6.335336 -0.2 0.6 0.3 0.415
H -1.821053 -5.313498 -4.563666 -0.1 -0.2 0.1 0.430
C 0.761327 3.795102 2.459894 0.0 -1.4 0.3 0.371
C 0.195437 4.455032 3.714564 1.3 -1.0 -0.7 0.953
C 1.162107 4.629172 4.882584 -0.4 0.0 0.1 -1.561
O -0.204083 5.719992 3.285534 -0.9 1.4 0.1 -0.691
H 1.207487 2.822372 2.666884 0.4 -0.1 0.3 -0.023
H 1.506287 4.414332 1.960194 0.0 0.1 0.1 0.446
H -0.018983 3.517882 1.751124 -0.2 0.5 0.0 -0.635
H -0.676953 3.900242 4.059884 -0.2 0.2 0.0 -0.075
H 1.221027 3.749502 5.523514 -0.1 0.0 0.0 0.272
H 0.731047 5.474242 5.419394 0.1 -0.2 0.6 0.407
H 2.180507 4.916242 4.620734 0.0 0.0 -0.4 0.304
H 0.590437 6.255922 3.229764 0.0 0.3 -0.2 0.392
C 0.305927 0.083532 4.629194 -0.8 -0.4 0.3 0.737
C -0.132973 -0.397088 6.047484 0.5 -0.3 -0.7 1.448
C 1.071187 -0.564028 6.983374 -0.2 0.3 -0.7 -1.538
O -1.089143 0.438482 6.624014 0.4 0.9 1.0 -0.642
H 0.865727 1.018532 4.651604 0.0 0.0 0.2 -0.067
H -0.591543 0.231622 4.028594 -0.2 0.4 0.0 -0.470
H 0.832007 -0.645918 4.013354 0.4 -0.2 0.4 -0.338
H -0.644033 -1.356638 5.968844 0.3 -0.6 -0.4 -0.659
H 1.728697 0.304002 6.935534 -0.1 0.3 0.1 0.315
H 1.670257 -1.380668 6.580494 0.0 -0.3 0.3 0.269
H 0.786597 -0.725628 8.023084 -0.1 -0.2 -0.1 0.457
H -1.857413 0.580882 6.066274 -0.2 0.2 -0.4 0.288
C -0.010853 -6.657658 -0.328806 1.0 1.4 -0.5 0.186
C 0.514667 -8.079108 -0.328396 -0.4 0.5 -0.4 0.136
C 1.726977 -8.321918 0.489424 1.6 0.9 -0.2 -1.027
O -0.482053 -8.953238 0.068234 -1.4 -1.3 0.0 -0.589
H 0.740547 -5.996058 -0.759836 0.6 0.1 0.0 -0.207
H -0.150283 -6.206098 0.653414 -0.3 -0.4 0.2 -0.343
H -0.838263 -6.403548 -0.991326 -0.5 -0.8 0.2 0.390
H 0.802537 -8.356798 -1.342356 -0.3 0.0 -0.3 0.308
H 2.475027 -7.617758 0.125174 0.3 0.2 0.2 0.112
H 2.160257 -9.296178 0.263214 -0.3 -0.2 0.4 0.366
H 1.619287 -8.118138 1.554774 -0.2 -0.2 0.1 0.306
H -0.611983 -8.846108 1.013344 -0.1 0.0 0.1 0.372
C 2.343157 1.201242 -3.103866 0.1 -2.2 0.4 0.127
C 3.367687 0.100122 -3.513576 -0.1 2.6 -1.7 1.828
C 2.971407 -0.505748 -4.877406 0.2 -0.5 1.1 -1.399
O 4.605727 0.787762 -3.694166 1.0 -0.5 0.5 -0.391
H 2.627257 1.627932 -2.141926 0.0 0.2 -0.2 -0.308
H 1.463217 0.579382 -2.939246 -0.7 0.6 0.0 -0.420
H 2.180977 1.941252 -3.887566 0.1 0.0 0.1 0.577
H 3.488887 -0.644078 -2.726436 0.1 0.1 -0.2 -1.274
H 2.756517 0.221322 -5.660526 -0.4 0.3 0.4 0.467
H 2.112987 -1.130668 -4.631016 -0.2 -0.2 -0.7 -0.085
H 3.788657 -1.091488 -5.298266 0.0 -0.4 0.3 0.520
H 4.468647 1.417362 -4.405796 0.0 0.2 0.0 0.309
C 2.811227 -3.976728 -6.058126 -0.7 0.3 0.1 0.172
C 3.189177 -5.374518 -6.424826 0.6 0.6 -0.8 0.441
C 2.933647 -5.612088 -7.885736 -0.7 -1.3 -0.2 -1.534
O 4.566727 -5.396048 -6.257736 2.1 -0.1 0.9 -0.561
H 3.260837 -3.301928 -6.786536 -0.1 0.1 0.0 0.655
H 3.178547 -3.693568 -5.071716 -0.1 -0.1 0.1 -0.519
H 1.725047 -3.899778 -6.107016 0.1 0.3 0.1 -0.264
H 2.731827 -6.122168 -5.776796 -0.4 -0.2 0.0 0.111
H 1.868867 -5.803448 -8.018866 -0.1 0.4 -0.5 0.347
H 3.412147 -6.543858 -8.187316 0.0 -0.3 0.1 0.475
H 3.367797 -4.869658 -8.555366 -0.4 0.4 0.3 0.364
H 4.988517 -6.057698 -6.810836 -0.1 -0.2 0.0 0.343
C -3.050123 7.159082 1.337964 -1.1 -0.1 -1.8 -1.502
C -3.205983 5.642242 1.498234 0.6 0.8 0.1 0.125
C -2.288583 4.850082 0.625084 0.3 -0.4 -1.3 -0.452
O -2.899153 5.360772 2.819414 -0.5 -0.8 1.6 -0.584
H -3.937253 7.691202 1.681394 0.2 0.0 0.6 0.365
H -3.085983 7.354462 0.266224 0.3 0.2 -0.3 0.393
H -2.123103 7.591792 1.714124 -0.1 -0.3 0.3 0.293
H -4.216873 5.292142 1.289334 -0.3 0.3 0.2 0.364
H -2.593483 4.966862 -0.414866 0.1 0.1 -0.3 0.512
H -2.343893 3.775772 0.800884 -0.2 0.0 0.3 -0.200
H -1.240593 5.138242 0.707444 0.0 0.3 0.1 0.462
H -1.964473 5.565322 2.897634 0.4 0.2 0.4 0.239